Below is 5 unconnected molecules or ions with the total composition C48H74N4O16S4, with properties calculated with ωB97M-V/def2-TZVPD.

```
146
Properties=species:S:1:pos:R:3
C -1.420 1.349 -0.643
C -2.460 0.333 -0.324
C 2.748 3.037 0.669
C 0.691 2.402 -4.572
C -2.722 3.241 0.509
O 4.488 2.943 -5.939
H -1.855 -6.087 0.281
O -2.149 -0.366 3.198
H 1.851 -8.045 1.083
H 5.426 1.395 0.442
N 5.711 -0.020 2.420
H 6.539 -9.530 1.872
H 2.813 1.899 -2.220
H -0.506 -4.614 3.296
H -3.615 3.272 -0.112
O -3.646 0.586 -0.368
C -0.303 0.919 -1.374
C -1.367 -3.984 3.509
C 0.737 1.789 -1.709
C -0.506 3.526 -0.589
H -0.532 -8.204 0.576
O 5.484 4.935 -7.011
C 5.914 2.059 -8.380
H -3.315 -3.634 2.752
H -2.336 0.169 3.980
H 2.152 0.303 -2.256
C -2.484 -1.866 0.978
O -3.068 6.918 3.884
O -2.391 8.585 5.573
O -3.329 -1.194 3.178
O 4.738 -10.748 0.504
H -2.042 2.375 2.336
O -8.045 -1.838 -3.672
O 5.373 -10.930 2.868
H 6.904 2.885 -4.540
H -4.135 -0.527 1.385
C -0.631 1.722 -4.932
C -0.136 -4.853 0.610
S 4.198 -10.991 1.807
H 2.247 2.103 0.417
O -4.599 7.522 5.732
C -0.811 -3.538 0.438
C -3.002 2.568 1.852
H 4.655 -8.211 2.893
O 3.091 -10.212 2.275
N 3.372 -0.321 2.223
C -0.289 -2.689 -0.528
H -2.562 -5.016 2.015
H -1.221 8.607 7.207
H -1.231 2.359 -5.580
C -0.279 -0.524 -1.753
H -1.505 5.929 5.740
C -1.906 -3.126 1.209
H 3.809 3.409 -1.155
C -0.845 -1.445 -0.730
H 2.940 -12.882 1.361
C 1.230 -4.881 0.855
C 4.611 0.319 1.900
C -7.032 0.650 -0.991
H 7.709 4.239 -5.402
S -8.412 -1.993 -2.297
C -8.674 -3.695 -1.935
H -7.837 -4.270 -2.321
C -1.805 7.858 6.679
H -1.842 -4.289 4.437
H 4.814 3.392 1.261
H 2.876 -0.550 1.371
H -0.425 0.802 -5.478
H -4.894 8.964 3.209
O 0.155 -0.938 -2.805
H -3.207 4.308 3.150
H 0.512 3.225 -3.881
H -4.403 -2.200 1.853
H -0.438 6.270 7.106
H 3.576 -12.893 3.029
H 4.658 -13.288 1.651
O 6.546 2.717 -7.254
H -4.173 2.894 3.639
C -0.799 -6.070 0.507
H 2.778 0.277 2.785
C -3.660 -1.406 1.808
H -3.543 1.633 1.743
H -7.278 0.487 0.059
O -9.505 -1.233 -1.771
C -1.552 2.675 -0.259
H -4.482 10.055 4.565
C -0.927 6.707 6.235
H 1.388 5.112 -1.303
C 4.040 2.637 1.390
H 6.622 1.282 -8.660
S -3.589 7.896 4.790
C 3.811 -12.696 1.987
C -3.819 3.481 2.791
H -3.261 9.678 3.303
C 6.197 -9.736 2.887
H 2.055 4.061 -2.521
H -6.355 1.501 -1.065
H -1.205 1.459 -4.044
H -0.164 7.053 5.538
C -5.978 4.395 1.538
H 1.549 0.446 -4.455
C 1.763 1.430 -4.047
H 1.765 -3.941 0.927
H 7.062 -10.024 3.480
N 4.545 1.333 0.930
H 6.568 3.500 -9.842
H 3.821 2.562 2.457
H 4.915 3.753 -9.289
H 5.549 -0.821 3.027
H -2.604 7.525 7.344
H -8.774 -3.811 -0.860
C 1.750 4.100 -1.474
H 2.717 1.739 -4.467
H -5.420 -0.762 -1.059
H 0.550 -2.986 -1.142
C 1.282 -7.138 0.937
C 6.769 3.850 -5.020
H -7.954 0.891 -1.517
C -1.942 -1.027 0.007
N 1.948 -5.990 1.032
C 5.652 2.993 -9.542
H 5.001 1.573 -8.035
C 5.499 -8.539 3.498
H 2.078 3.576 1.344
H -2.466 4.278 0.736
C 2.998 3.864 -0.584
H -0.552 4.564 -0.283
H 6.204 -7.712 3.574
C -6.355 -0.571 -1.575
H -6.135 -0.446 -2.636
H -9.598 -3.979 -2.434
C -5.012 3.994 2.122
C 1.929 1.339 -2.508
C 0.632 3.111 -1.264
H 3.379 4.838 -0.270
H 1.082 2.852 -5.485
C -4.106 9.305 3.875
H -1.003 -2.966 3.637
H 5.126 -8.779 4.493
O -7.127 -1.790 -1.395
C -0.071 -7.232 0.666
H 5.274 2.417 -10.388
H -6.832 4.811 1.065
S 5.647 3.672 -6.361
H 6.317 4.563 -4.334
C -2.380 -3.998 2.349
```

Summary:
Structure (SMILES) ... [H]/N=C(\N)NCCCCc1cc(CCCC#C)c2c(c1CCCC)C(=O)c1cc(-c3cccnc3)c(CC)c(COO)c1C2=O.CCOS(C)(=O)=O.CCOS(C)(=O)=O.CCOS(C)(=O)=O.CCOS(C)(=O)=O
HOMO level ... -0.328 Ha